No. 1
A single C3H2N4O molecule in a non-equilibrium geometry. Source: the OMol25 dataset; level of theory: ωB97M-V/def2-TZVPD.

Results
Energy above the lowest of the compared OMol25 structures with the same formula, charge and spin = 365.7 kJ/mol
SMILES string = O=c1nnccnn1
Electronic energy = -11145.4816 eV
Largest force on an atom = 7.1 eV Å⁻¹
HOMO level = -9.902 eV
Orbital gap = 7.645 eV

XYZ file:
```
10
Properties=species:S:1:pos:R:3:forces:R:3:nbo_charge:R:1
O -0.57721 -1.41878 -1.45628 0.6 3.5 1.2 -0.495
C -0.28833 -0.28332 -1.02753 -3.7 -5.0 -0.3 0.657
N 0.86071 0.29736 -1.14483 5.5 1.3 2.6 -0.176
N 1.71943 0.31787 -0.08368 -4.3 0.7 -0.1 -0.120
C 1.12184 0.18666 1.23078 -2.4 -1.3 -1.7 -0.061
C -0.27940 0.10898 1.72544 5.1 0.4 -5.0 -0.064
N -1.31664 0.44540 0.88950 -0.2 0.8 2.5 -0.101
N -1.31428 0.52830 -0.32837 0.3 -0.6 -1.4 -0.083
H 1.86019 0.03888 1.98567 0.5 0.3 0.3 0.211
H -0.21171 0.11497 2.76408 -1.5 -0.2 1.6 0.232
```
Positions in Å, forces in eV/Å.


No. 2
A gas-phase ion, C6H10N5 (charge +1) in a non-equilibrium geometry. Source: the OMol25 dataset; level of theory: ωB97M-V/def2-TZVPD.

Results
Energy above the lowest of the compared OMol25 structures with the same formula, charge and spin = 649.0 kJ/mol
Electronic energy = -13821.2968 eV
Largest force on an atom = 6.5 eV Å⁻¹
HOMO level = -13.214 eV
Charge = +1
Orbital gap = 8.567 eV

XYZ file:
```
21
Properties=species:S:1:pos:R:3:forces:R:3:nbo_charge:R:1
C -3.75107 0.85422 -0.29335 0.0 1.4 -0.6 0.133
C 0.07561 -1.56408 -0.24621 -0.7 1.2 1.3 -0.274
C -0.64147 -0.47768 -0.06864 1.8 3.4 0.6 0.304
C 1.58858 -1.51372 -0.33874 -1.2 0.7 -0.9 -0.438
C 0.60906 1.53910 0.45228 -2.8 -3.5 -4.7 -0.260
C 2.27802 -0.36198 0.42747 0.9 -2.3 0.5 -0.252
N -3.97753 -0.19615 0.46952 -1.8 -2.0 1.1 -0.213
N -2.51307 0.97771 -0.62000 2.4 -0.8 -0.4 -0.228
N -2.90146 -0.85740 0.62521 0.6 1.0 -0.4 0.017
N -1.97402 -0.12541 -0.05924 0.0 -0.4 0.4 -0.149
N 1.90781 0.99096 -0.06377 -0.7 1.5 1.6 -0.530
H -4.42474 1.59851 -0.64259 -0.8 0.1 0.2 0.230
H -0.59029 -2.40086 -0.36081 0.4 -1.0 -0.5 0.277
H 2.17690 -2.29222 0.10702 -0.5 -1.3 -0.2 0.256
H 1.59702 -1.56105 -1.47067 1.4 0.3 1.1 0.255
H -0.00049 2.21295 -0.25378 1.5 -0.9 1.4 0.277
H 0.68935 1.60084 1.46437 -0.3 0.6 2.7 0.205
H 2.02016 -0.59523 1.53800 0.3 1.3 -1.8 0.266
H 3.38202 -0.64821 0.30219 -1.4 1.4 0.1 0.262
H 1.90682 1.06357 -1.03098 -0.6 -0.9 -2.8 0.429
H 2.54280 1.75613 0.06270 1.5 0.2 1.3 0.433
```
Positions in Å, forces in eV/Å.


No. 3
2 unconnected molecules or ions with the total composition C2H2N2O2 in a non-equilibrium geometry. Source: the OMol25 dataset; level of theory: ωB97M-V/def2-TZVPD.

Results
Energy above the lowest of the compared OMol25 structures with the same formula, charge and spin = 875.7 kJ/mol
Electronic energy = -9172.7105 eV
Largest force on an atom = 3.8 eV Å⁻¹
HOMO level (spin up / spin down) = -12.044 / -11.390 eV
Orbital gap (spin up / spin down) = 9.080 / 6.931 eV

XYZ file:
```
8
Properties=species:S:1:pos:R:3:forces:R:3:nbo_charge:R:1
C 1.96419 0.34305 0.03986 -3.6 -0.1 -0.8 0.304
C -0.84774 0.58303 -0.11565 3.0 1.6 1.5 -0.061
N 3.06165 0.43631 0.30959 2.9 0.2 0.7 -0.426
N -1.03813 -0.80216 -0.00832 0.2 0.0 -0.5 0.430
O -1.53779 -1.32973 -0.97588 -0.5 -0.8 -0.4 -0.343
O -0.63619 -1.33031 1.00447 -0.2 -0.5 0.4 -0.339
H -0.36969 1.02100 0.78147 -1.0 -0.1 -0.2 0.216
H -0.59630 1.07881 -1.03555 -0.7 -0.4 -0.6 0.218
```
Positions in Å, forces in eV/Å.


No. 4
A molecular structure, C39H50AgCl2N2O4PSi4Te. Source: the OMol25 dataset; level of theory: ωB97M-V/def2-TZVPD.

Results
Energy above the lowest of the compared OMol25 structures with the same formula, charge and spin = 34.5 kJ/mol
Electronic energy = -129564.6384 eV
Largest force on an atom = 1.0 eV Å⁻¹
HOMO level = -1.867 eV
Charge = -2
Orbital gap = 5.941 eV

XYZ file:
```
104
Properties=species:S:1:pos:R:3:forces:R:3:lowdin_charge:R:1
Ag 0.02032 0.12802 -0.05152 -0.2 0.3 -0.9 0.567
O 1.28310 0.05124 2.51843 0.2 0.0 0.1 -0.119
N 0.21840 -0.71245 2.07321 0.1 -0.1 0.8 -0.086
C -0.77153 -0.62443 2.86324 0.1 0.0 0.1 -0.117
C -1.99842 -1.40680 2.74062 -0.4 -0.2 -0.3 -0.180
C -2.73502 -1.51593 3.92597 0.1 0.1 0.0 -0.055
C -3.89098 -2.26427 4.00691 -0.1 -0.1 0.0 -0.107
C -4.35216 -2.91324 2.87209 0.0 0.0 0.1 -0.092
C -3.66206 -2.77822 1.67992 0.0 0.0 0.1 -0.091
C -2.48474 -2.03599 1.57119 0.0 0.2 0.2 -0.236
P -1.69786 -1.85574 -0.09194 -0.2 -0.1 -0.1 0.978
C -3.37607 -1.04539 -0.84514 0.0 0.0 -0.1 -0.288
C -4.52729 -1.70768 -1.28941 0.0 0.1 0.0 -0.127
C -5.60771 -1.02153 -1.82700 0.0 -0.1 0.0 -0.120
C -5.56688 0.36145 -1.94612 0.0 0.1 0.0 -0.130
C -4.43523 1.04276 -1.52363 -0.1 0.0 -0.1 -0.102
C -3.36134 0.34007 -0.99192 0.1 -0.1 0.1 -0.112
C -2.02925 -3.36831 -1.12139 0.1 0.0 -0.1 -0.346
C -2.18632 -4.64225 -0.58042 -0.1 0.1 -0.1 -0.095
C -2.37029 -5.74533 -1.40488 0.0 0.0 0.0 -0.099
C -2.36662 -5.59574 -2.78344 0.0 -0.1 0.0 -0.121
C -2.18677 -4.33368 -3.33460 0.0 0.0 0.0 -0.097
C -2.03549 -3.23204 -2.50832 0.0 0.0 0.1 -0.091
H 1.97074 -0.13946 1.84312 0.0 0.1 0.0 -0.067
H -0.69122 0.02834 3.73307 0.1 -0.1 0.0 0.131
H -2.37631 -0.99472 4.80722 0.0 0.0 0.0 0.103
H -4.43256 -2.33427 4.94286 0.0 0.0 0.0 0.089
H -5.25988 -3.50457 2.91060 0.0 0.0 0.0 0.093
H -4.05906 -3.26432 0.80206 0.0 0.0 -0.1 0.082
H -4.58305 -2.79060 -1.23917 0.0 0.0 0.0 0.087
H -6.48218 -1.57250 -2.16106 0.0 0.0 0.0 0.084
H -6.40932 0.90272 -2.36348 0.0 0.0 0.0 0.083
H -4.39339 2.12354 -1.60724 0.0 0.0 0.0 0.091
H -2.47911 0.87341 -0.65463 -0.1 0.1 0.0 0.045
H -2.14599 -4.77656 0.49362 0.0 0.0 0.0 0.104
H -2.50387 -6.73028 -0.97072 0.0 0.0 0.0 0.090
H -2.49105 -6.46040 -3.42578 0.0 0.0 0.0 0.085
H -2.16191 -4.21372 -4.41175 0.0 0.0 0.0 0.092
H -1.91139 -2.24242 -2.93230 0.0 0.0 0.0 0.112
Cl -3.84515 3.55039 1.56117 0.0 0.0 0.0 0.636
C -2.30604 4.02174 0.89447 0.0 -0.1 0.0 -0.600
C -2.07142 5.36803 0.65312 0.3 0.0 -0.1 -0.166
C -0.86456 5.78364 0.14347 -0.3 0.1 0.1 -0.636
Cl -0.60130 7.50076 -0.10433 0.0 0.1 0.0 0.599
C 0.15050 4.85986 -0.17097 0.0 -0.3 0.0 -0.190
C 1.42522 5.20699 -0.67035 0.1 -0.1 0.0 -0.039
C 2.32931 4.22081 -0.95608 -0.2 0.2 -0.1 -0.078
C 1.95824 2.88005 -0.77167 0.0 -0.1 -0.1 -0.171
N 0.78844 2.52491 -0.29585 0.1 -0.1 0.0 0.088
C -0.10774 3.47522 0.04053 0.0 0.3 0.0 -0.135
C -1.34546 3.00345 0.66630 -0.1 0.0 0.2 -0.438
O -1.50546 1.79965 0.97226 0.0 0.1 0.1 -0.131
H -2.84087 6.09142 0.88652 0.0 0.0 0.0 0.092
H 1.67054 6.25166 -0.80825 0.0 0.0 0.0 0.078
H 3.31981 4.45475 -1.32473 0.0 0.0 0.0 0.091
H 2.64586 2.07428 -1.01493 -0.1 0.0 0.0 0.017
C 1.18714 -4.46980 1.89400 -0.1 0.1 -0.2 -0.073
O -0.00575 -3.70574 1.68588 0.0 -0.2 0.4 -0.124
C -0.11809 -3.02191 0.50908 0.3 -0.1 -0.6 -0.618
O 0.71230 -3.16924 -0.36604 0.2 0.0 0.3 -0.119
H 1.88353 -3.89879 2.51071 0.0 0.0 0.0 0.081
H 1.66244 -4.68661 0.93869 0.0 0.0 0.0 0.076
H 0.90379 -5.39063 2.40501 0.0 0.0 0.0 0.074
C 5.76944 -0.88928 -3.41629 -0.1 0.0 0.2 -0.235
Si 6.18702 0.50648 -2.20164 0.1 0.1 -0.7 0.328
C 5.42000 2.09029 -2.92392 -0.1 -0.1 0.3 -0.225
C 8.07739 0.74398 -2.31243 -0.1 0.0 0.3 -0.223
Si 5.26230 -0.00349 -0.10522 0.5 0.1 0.0 -0.105
Te 2.97738 -0.81527 -0.46412 0.1 -0.1 0.1 0.461
Si 6.49451 -1.83591 0.72775 0.2 -0.8 0.3 0.334
C 5.90494 -2.33466 2.46723 -0.2 0.3 -0.1 -0.227
C 6.22114 -3.34603 -0.39095 -0.2 0.2 -0.1 -0.236
C 8.39732 -1.72538 0.89954 -0.1 0.4 -0.1 -0.224
Si 5.82284 1.76692 1.32500 0.1 0.7 0.5 0.354
C 7.70713 2.04228 1.46631 -0.1 -0.3 -0.2 -0.216
C 5.13097 3.45098 0.78270 -0.1 -0.3 -0.1 -0.219
C 5.22715 1.50192 3.10829 -0.1 -0.2 -0.2 -0.215
H 5.96989 -0.62458 -4.45786 0.1 0.1 0.0 0.019
H 4.71053 -1.14247 -3.32254 0.0 0.0 0.0 0.000
H 6.33916 -1.79182 -3.17816 0.0 0.0 0.0 0.007
H 5.70706 2.25907 -3.96487 0.1 -0.1 0.0 0.021
H 5.71678 2.97026 -2.34693 0.0 0.0 0.0 0.002
H 4.32929 2.02161 -2.88316 0.0 0.0 0.0 0.017
H 8.41312 0.90340 -3.34031 -0.1 0.0 0.0 0.018
H 8.59527 -0.13654 -1.92308 0.0 0.0 0.0 0.001
H 8.40010 1.60216 -1.71685 0.0 0.0 0.0 0.003
H 4.81292 -2.30856 2.51957 0.0 0.0 0.0 0.017
H 6.28631 -1.64359 3.22439 0.0 0.0 0.0 0.005
H 6.22939 -3.34149 2.74254 0.1 0.0 -0.1 0.019
H 5.16302 -3.42773 -0.65402 0.0 0.0 0.0 0.006
H 6.52867 -4.28186 0.08305 0.1 0.1 0.1 0.019
H 6.78297 -3.24230 -1.32406 0.0 0.0 0.0 0.007
H 8.69091 -0.97824 1.64100 0.0 0.0 0.0 -0.001
H 8.86557 -1.44417 -0.04779 0.0 0.0 0.0 0.001
H 8.82435 -2.68268 1.20954 -0.1 -0.1 0.0 0.019
H 8.14669 2.24723 0.48643 0.0 0.0 0.0 0.005
H 8.20367 1.15468 1.86483 0.0 0.0 0.0 -0.001
H 7.94616 2.88219 2.12371 -0.1 0.0 0.0 0.021
H 5.40468 3.66761 -0.25328 0.0 0.0 0.0 0.001
H 5.50070 4.27215 1.40204 0.1 -0.1 0.1 0.028
H 4.03916 3.45100 0.83823 0.1 0.0 0.0 0.011
H 5.66832 0.59583 3.53160 0.0 0.0 0.0 0.004
H 4.14123 1.38066 3.14184 0.0 0.0 0.0 0.023
H 5.49260 2.33936 3.75892 0.0 0.1 -0.1 0.022
```
Positions in Å, forces in eV/Å.